1.
The following is a DFT calculation (ωB97M-V/def2-TZVPD) of a 3-piece molecular cluster, C3H7FO2S overall.

Summary:
Highest occupied orbital energy (spin up / spin down) ... -0.2742 / -0.3988 Ha
E_LUMO (spin up / spin down) ... 0.01234 / -0.15394 Ha
Frontier orbital gap (spin up / spin down) ... 7.80 / 6.66 eV
Spin multiplicity ... 3

XYZ file:
```
14
Properties=species:S:1:pos:R:3:forces:R:3
C -0.3039 1.0119 -0.1975 1.081 0.724 -0.215
C -0.1905 -0.9388 -1.7364 -0.460 4.049 -1.262
C -0.8736 -0.0503 -0.7198 -0.139 -2.306 -2.269
O 1.4541 0.1549 2.1346 -0.085 0.852 0.885
O 1.5894 -1.6083 0.4220 2.317 -2.603 -2.545
F -0.4518 1.8600 2.7673 -0.985 0.790 0.206
S 0.7699 -0.8757 1.3153 -1.631 1.144 2.527
H -0.9031 1.6657 0.3363 -0.663 1.278 1.433
H 0.7502 1.2268 -0.3412 -0.192 0.254 -0.304
H 0.2030 1.2448 2.5596 1.058 -0.623 -0.024
H -0.9073 -1.3741 -2.3539 -1.407 -0.993 -0.881
H 0.3341 -1.6584 -1.2371 1.808 -1.902 0.809
H 0.3960 -0.2761 -2.4622 -0.136 -1.109 1.319
H -1.8665 -0.3822 -0.4870 -0.565 0.444 0.322
```
Forces are in eV/Å.

Results of the Mulliken charge analysis, in e, for atoms 1 through 2: number 1, C, carries -0.90; number 2, C, carries -0.92

2.
The following is a DFT calculation (ωB97M-V/def2-TZVPD) of one molecule with the formula C3H7FOS.

Summary:
Highest occupied orbital energy ... -0.3547 Ha
E_LUMO ... 0.02332 Ha
Frontier orbital gap ... 10.29 eV
Spin multiplicity ... 1

XYZ file:
```
13
Properties=species:S:1:pos:R:3:forces:R:3
C -0.8980 0.0095 0.8879 1.419 -1.173 0.700
C 0.4008 0.5356 0.3173 1.112 0.749 -0.188
C 1.1974 -0.3599 -0.6333 -0.626 -0.469 0.470
H -1.4802 -1.9626 -0.4605 -0.281 1.220 0.173
H -1.3244 0.9077 1.2912 -0.824 0.142 0.390
H -0.6583 -0.7119 1.7116 -0.562 0.535 -0.722
H 0.9827 1.0114 1.1266 0.238 -1.107 0.030
H -0.6406 1.4887 -0.9936 0.639 0.313 0.143
H 1.9161 0.2603 -1.1799 -0.170 -0.279 0.104
H 0.4427 -0.8485 -1.3205 1.121 0.424 0.495
O 0.1555 1.6813 -0.4515 -1.579 0.739 -1.297
F 1.8909 -1.3441 0.0805 -0.209 -0.013 -0.268
S -1.9846 -0.6675 -0.3759 -0.277 -1.080 -0.029
```
Forces are in eV/Å.

Results of the Mulliken charge analysis, in e, for atoms 1 through 2: number 1, C, carries -0.78; number 2, C, carries 0.07

3.
The following is a DFT calculation (ωB97M-V/def2-TZVPD) of one molecule with the formula C3H7FS2.

Summary:
Highest occupied orbital energy ... -0.3469 Ha
E_LUMO ... 0.02386 Ha
Frontier orbital gap ... 10.09 eV
Spin multiplicity ... 1

XYZ file:
```
13
Properties=species:S:1:pos:R:3:forces:R:3
C -1.0590 1.0401 0.2994 -1.717 -4.440 1.269
C -0.1178 -0.1785 -0.3859 -1.263 1.480 -1.604
C 0.8583 -0.8603 0.5241 1.226 -1.879 0.652
H 0.7718 2.1503 -0.0772 -0.369 0.561 2.042
H -1.8205 1.4212 -0.3861 0.741 0.343 -0.304
H -1.7419 0.6563 1.1833 1.238 0.038 -1.729
H 0.5224 0.4425 -1.1062 -1.049 -1.177 0.511
H 0.0231 -2.1089 -2.0062 -1.343 0.728 0.766
H 0.5537 -0.6742 1.5957 1.052 0.019 -0.992
H 0.8575 -2.0490 0.3697 0.377 2.866 0.202
F 2.2495 -0.3466 0.2218 -2.826 -1.071 0.919
S 0.0332 2.0711 1.1547 1.839 1.371 -2.057
S -1.1302 -1.5639 -1.3870 2.096 1.163 0.324
```
Forces are in eV/Å.

Results of the Mulliken charge analysis, in e, for atoms 1 through 2: number 1, C, carries -0.64; number 2, C, carries -0.27

ΔE to the lowest compared entry with this formula, charge and spin for the records above, in order: 0.000; 0.733; 1.973 eV
E_tot for the records above, in order: -20867.25057; -18824.06876; -27610.42866 eV
Molar mass for the records above, in order: 126.152; 110.153; 126.221 g/mol